Here is a gas-phase ion, C5H11N3O (charge +2) in a non-equilibrium geometry from the OMol25 dataset. Energies are from ωB97M-V/def2-TZVPD.

Last column: Mulliken charge in e.
Positions of all 20 atoms, in Å:
C: -1.32399 -1.05794 1.48449  -0.5793
C: -1.58792 -0.37172 0.34966  -0.0511
C: -2.18806 -0.57834 -1.03083  -0.6574
O: -0.99821 1.05446 0.47721  -0.3486
C: 0.19514 1.35075 0.22456  0.7400
N: 0.58929 2.60012 0.17125  -0.2856
N: 0.97955 0.20436 -0.07770  -0.0962
C: 2.31222 -0.10649 -0.09273  0.2174
N: 2.85486 -1.02918 -0.80013  -0.1988
H: -1.46639 -2.11200 1.45289  0.3284
H: -0.76415 -0.70840 2.30851  0.3237
H: -2.33682 -1.68837 -1.01758  0.3239
H: -1.37056 -0.38075 -1.73035  0.2926
H: -3.05691 0.04970 -1.21264  0.3245
H: 1.47202 3.03248 0.06946  0.2148
H: -0.18559 3.32218 0.07002  0.3225
H: 0.37223 -0.56970 -0.29066  0.2402
H: 3.03310 0.47356 0.59106  0.3637
H: 3.83261 -1.13822 -1.05873  0.2898
H: 2.36627 -1.71244 -1.32156  0.2356

Summary:
2S+1 = 1
Energy above the lowest of the compared OMol25 structures with the same formula, charge and spin = 27.8 kcal per mole
LUMO = -9.09 eV
Energy = -435.93189 a.u.
SMILES = C=C(C)OC(=[NH2+])NC=[NH2+]
Net charge = +2
Frontier orbital gap = 9.1 eV